Computed, not measured: a cluster of 11 separate species, C42H50O30 in total at a distorted geometry, with ωB97M-V with the def2-TZVPD basis set.

Structure (ORCA input):
```
! wB97M-V def2-TZVPD RIJCOSX def2/J DEFGRID3
* xyz 0 1
O -2.74167 -3.03856 5.33135
O 1.44718 -2.95010 6.53092
O 4.32988 -2.63896 2.44217
O -5.26434 -1.59962 0.53403
O 3.84410 -0.59739 -2.05452
O -0.47695 1.57317 -5.08428
O -0.19699 2.91088 -6.88587
O -2.93557 -4.31751 7.15943
O 1.23501 -1.50517 4.83630
O -2.30843 -2.14636 7.30371
O -5.21985 3.60602 -4.33204
O 1.50933 -2.17617 -2.26404
O -4.33326 -0.96863 2.46888
O -2.72995 2.03265 4.48921
O -0.43806 1.13643 -0.00771
O -1.15551 3.35147 5.44008
O 3.89942 4.89654 -2.63737
O 3.10176 4.97789 1.47281
O 3.04184 -4.45270 2.04166
O 2.36816 -5.37886 -6.68874
O 1.08300 4.76160 0.57527
O -0.57195 1.54079 4.29008
O -0.42712 0.67545 -7.10369
O 0.50812 -3.61942 4.64426
O -0.77525 -0.96315 0.59588
O 1.61439 3.56573 2.39228
O 2.23827 -2.35828 1.75425
O -4.80475 0.54140 0.86464
O -2.92361 -1.26052 -3.15567
O -0.62423 -0.44485 -1.57519
C 0.72878 -3.13983 -4.33002
C 1.72989 -2.93612 -3.39841
C -4.74531 -0.69457 1.38751
C -2.71585 -3.25921 6.66900
C -4.99221 1.23974 -4.77086
C -0.27847 -0.43553 -6.20591
C -2.95562 1.14726 -2.88095
C 5.03928 1.41110 -2.36890
C -3.58266 2.35080 -3.17214
C -2.80479 -1.63140 5.07959
C 2.99781 -3.46828 -3.59233
C 3.14965 5.84063 0.32210
C 0.97921 -3.96747 -5.42517
C 1.91544 4.37447 1.56514
C 2.24127 -4.48935 -5.65088
C -0.34700 1.84115 -6.40068
C -5.68616 -0.97564 -0.65716
C 1.16058 -4.33926 6.75039
C 4.03082 -1.22030 2.58619
C 0.62697 1.94960 4.91155
C 3.82925 0.75918 -2.18705
C -0.54891 1.22196 1.42513
C -4.59204 2.40049 -4.11674
C 3.23430 -4.25574 -4.70480
C 0.28539 -4.71807 5.54916
C -2.21395 -1.06526 6.36498
C 3.19341 -3.27617 2.07742
C -4.45428 0.01642 -4.40330
C 1.03659 -2.58492 5.31109
C 2.66393 2.84901 -2.44530
C -5.65042 0.53123 -0.29133
C 3.88040 3.51110 -2.54577
C 2.81605 -1.07878 1.68320
C -0.12182 0.22944 -4.84181
C 5.06651 2.79149 -2.46711
C -0.57897 -0.12117 -0.41372
C -1.59571 2.28453 4.74407
C 0.28336 3.27429 5.58635
C 1.73506 5.67542 -0.29461
C -3.41123 -0.01767 -3.48968
C 2.63562 1.47578 -2.24727
C -0.79764 -0.23752 1.82602
H 3.12233 -5.95225 -6.52389
H -5.72949 3.54399 -5.14495
H 1.77807 3.44400 -2.63604
H 0.67961 -4.43326 7.71882
H -2.60451 -0.16640 6.83029
H -5.09969 -1.19644 -1.54685
H -3.79738 -1.31093 4.76434
H -4.75403 -0.90883 -4.87725
H -0.85545 -0.15888 -4.13542
H 2.11020 -4.87394 6.74225
H -1.81208 -0.27042 2.22960
H -2.12672 -1.16939 -2.61500
H -6.66489 0.88916 -0.08422
H 1.80476 5.36337 -1.32857
H 0.57393 3.25536 6.63381
H -0.76684 -4.76360 5.81998
H 1.70118 0.95355 -2.06961
H 4.91183 -0.62745 2.36798
H 0.38709 1.62937 1.79912
H 0.60520 -0.99456 -6.51153
H 3.00015 -0.83107 0.63746
H 0.82456 0.06487 -4.32147
H -0.27370 -2.75711 -4.16986
H 0.55846 -2.14897 -2.10248
H -2.21635 1.05005 -2.10184
H 3.34761 6.87474 0.58964
H -6.73504 -1.18630 -0.85559
H 3.76312 -1.18557 3.64341
H -3.30005 3.27922 -2.69209
H 2.98109 -0.90532 -1.74247
H 0.16535 -4.14292 -6.11766
H 1.22533 6.62907 -0.16131
H -5.29309 1.26382 -1.01376
H -0.11952 -0.67146 2.55685
H 4.80408 5.11392 -2.88388
H 1.39997 2.01849 4.14633
H -5.77756 1.26430 -5.51869
H 5.95270 0.83112 -2.35616
H 2.26042 -0.27258 2.17333
H -2.20584 -1.41818 4.19551
H 4.22737 -4.66662 -4.85825
H -1.16227 -0.86757 6.12600
H 0.70392 4.14898 5.09757
H 1.02692 1.19881 5.59780
H 3.81392 -3.23126 -2.92497
H 3.93729 5.46049 -0.31870
H -1.35611 1.87175 1.74749
H -1.12697 -1.11580 -6.26584
H 0.60197 -5.62916 5.05375
H 6.02965 3.29127 -2.50802
*
```

* electronic energy: -105790.763 eV
* SMILES string: Oc1ccc(O)cc1.Oc1ccc(O)cc1.Oc1ccc(O)cc1.O=C1OCCO1.O=C1OCCO1.O=C1OCCO1.O=C1OCCO1.O=C1OCCO1.O=C1OCCO1.O=C1OCCO1.O=C1OCCO1
* maximum force: 0.0401 hartree/bohr
* HOMO-LUMO gap: 8.52 eV
* HOMO energy: -8.27 eV

Atom charges from the Mulliken analysis, given in e for atoms 1 to 99: number 1, O, carries -0.38; number 2, O, carries -0.43; number 3, O, carries -0.42; number 4, O, carries -0.38; number 5, O, carries -0.48; number 6, O, carries -0.36; number 7, O, carries -0.55; number 8, O, carries -0.55; number 9, O, carries -0.47; number 10, O, carries -0.41; number 11, O, carries -0.57; number 12, O, carries -0.03; number 13, O, carries -0.50; number 14, O, carries -0.54; number 15, O, carries -0.23; number 16, O, carries -0.41; number 17, O, carries -0.54; number 18, O, carries -0.40; number 19, O, carries -0.58; number 20, O, carries -0.55; number 21, O, carries -0.32; number 22, O, carries 0.48; number 23, O, carries -0.41; number 24, O, carries -0.25; number 25, O, carries -0.28; number 26, O, carries -0.61; number 27, O, carries -0.27; number 28, O, carries -0.37; number 29, O, carries -0.67; number 30, O, carries -0.91; number 31, C, carries -0.37; number 32, C, carries 0.06; number 33, C, carries 0.62; number 34, C, carries 0.60; number 35, C, carries -0.71; number 36, C, carries -0.12; number 37, C, carries 1.11; number 38, C, carries -0.91; number 39, C, carries -1.06; number 40, C, carries 0.72; number 41, C, carries -0.57; number 42, C, carries -0.08; number 43, C, carries -0.63; number 44, C, carries 0.63; number 45, C, carries 0.54; number 46, C, carries 0.59; number 47, C, carries 0.01; number 48, C, carries -0.39; number 49, C, carries -0.46; number 50, C, carries -0.04; number 51, C, carries 0.01; number 52, C, carries 0.23; number 53, C, carries 0.65; number 54, C, carries -0.58; number 55, C, carries -0.17; number 56, C, carries 0.08; number 57, C, carries 0.61; number 58, C, carries -0.69; number 59, C, carries 0.65; number 60, C, carries -0.93; number 61, C, carries -0.06; number 62, C, carries 0.38; number 63, C, carries 0.84; number 64, C, carries 1.36; number 65, C, carries -0.64; number 66, C, carries 0.94; number 67, C, carries 0.33; number 68, C, carries -0.34; number 69, C, carries -0.19; number 70, C, carries 0.35; number 71, C, carries 0.84; number 72, C, carries 1.03; number 73, H, carries 0.30; number 74, H, carries 0.30; number 75, H, carries 0.70; number 76, H, carries 0.32; number 77, H, carries 0.35; number 78, H, carries 0.08; number 79, H, carries 0.30; number 80, H, carries 0.48; number 81, H, carries -0.88; number 82, H, carries 0.28; number 83, H, carries -0.54; number 84, H, carries 0.25; number 85, H, carries 0.26; number 86, H, carries 0.15; number 87, H, carries 0.29; number 88, H, carries 0.08; number 89, H, carries 0.34; number 90, H, carries 0.38; number 91, H, carries -0.15; number 92, H, carries 0.25; number 93, H, carries 0.03; number 94, H, carries -0.06; number 95, H, carries 0.65; number 96, H, carries 0.02; number 97, H, carries -0.24; number 98, H, carries 0.32; number 99, H, carries 0.33

Computed, not measured: a cluster of 8 separate species, C42H51FN7OP in total at a distorted geometry, with ωB97M-V with the def2-TZVPD basis set.

Structure (ORCA input):
```
! wB97M-V def2-TZVPD RIJCOSX def2/J DEFGRID3
* xyz 0 1
P -2.23734 -4.17046 0.64596
F -1.49540 -5.49209 -1.76246
O -1.69187 -4.54797 2.25601
N -4.71695 -5.07179 -4.29458
N -0.69247 3.05570 -5.47703
N -5.38101 1.21517 -0.60237
N 1.47673 2.03057 0.66017
N -1.11711 0.12539 -1.94389
N 6.98532 5.27978 1.40903
N 3.28886 -0.74507 6.27827
C 9.35379 5.65534 1.68657
C 8.24335 4.82999 1.61001
C 1.38905 -1.22821 7.68704
C -0.33458 3.21143 -7.85934
C -0.60819 1.27660 -1.45291
C 3.65740 3.77694 0.79590
C 6.83409 6.61549 1.27683
C -0.79462 3.71370 -6.65259
C 0.31847 -1.36580 0.59299
C -0.04166 -2.74375 2.96663
C -4.18999 -3.26617 -2.78150
C 0.48500 -6.51101 0.68383
C 7.88244 7.51965 1.33483
C -1.57250 -3.35041 3.10283
C -3.99586 -4.54360 -3.28192
C 0.51571 -5.08225 -0.12129
C 2.09876 -2.24537 8.31697
C -2.59358 1.45506 -3.31480
C 0.27132 1.95948 -7.86302
C -5.26361 -0.54846 1.04188
C -1.03883 2.53590 -1.83872
C -5.18228 -2.47838 -3.35584
C -6.57111 -0.28513 1.43633
C 2.02067 -0.51393 6.68167
C -0.10122 1.84177 -5.51237
C 3.84520 2.40613 0.93770
C -4.71639 0.22263 0.02890
C 3.95347 -1.73760 6.90954
C -2.05065 2.62294 -2.78907
C -5.94061 -2.99359 -4.40178
C -7.28082 0.73203 0.80640
C 0.39294 1.25815 -6.66784
C -6.64920 1.44630 -0.19897
C -2.09944 0.24171 -2.86366
C 3.40626 -2.50870 7.92252
C 2.73476 1.58078 0.86115
C 9.16599 7.02615 1.54477
C -0.93797 -4.57882 -0.69555
C -0.04402 -1.29816 2.19189
C -5.67453 -4.28398 -4.83101
C 1.32550 3.36628 0.52796
C 2.37385 4.27044 0.58596
H 10.01265 7.70440 1.59764
H 4.50406 4.45519 0.84877
H -5.36276 -1.47129 -2.99135
H -2.49313 -0.69794 -3.24098
H 3.98559 -3.29513 8.39278
H 0.86056 0.28057 -6.63717
H 0.64518 -0.26606 0.26291
H 0.73562 -0.60655 2.72980
H -6.24129 -4.73211 -5.64196
H 2.83002 0.50359 0.96238
H 2.19430 5.33337 0.47102
H 0.18122 1.15626 -0.71669
H 7.70288 8.58258 1.21989
H 5.81323 6.95176 1.11844
H 4.97140 -1.90232 6.56844
H 0.03435 -7.41309 0.05178
H -1.13301 -0.82919 2.29492
H -1.69133 -3.68685 4.23907
H -3.69847 0.05791 -0.31220
H -3.23116 -5.19589 -2.86954
H 1.63646 -2.82800 9.10848
H -0.63804 -1.60778 -0.06034
H 1.62609 -6.81000 0.86768
H -3.58222 -2.89407 -1.96455
H -0.03336 1.33251 -4.55511
H 1.24025 -2.05356 0.32852
H -8.30120 0.96237 1.09107
H -0.00917 -6.47603 1.74387
H 0.33569 -2.53804 4.07943
H 0.64543 1.53363 -8.78949
H -7.03341 -0.86776 2.22784
H -1.27185 4.68779 -6.59729
H 10.34111 5.23942 1.85225
H -2.41336 3.59269 -3.11720
H 0.69512 -3.54205 2.52564
H 0.36867 -0.99787 7.97171
H -2.39197 -2.71128 0.64951
H 8.33860 3.75280 1.71125
H 1.07756 -4.22522 0.49094
H -0.44557 3.78270 -8.77399
H 1.50746 0.28726 6.15725
H -3.38280 1.48903 -4.05726
H -0.72473 -3.55455 -1.27100
H -0.59578 3.42715 -1.40903
H 1.20493 -5.25957 -1.07984
H -2.38896 -2.53217 2.91319
H -6.72045 -2.40479 -4.87127
H -4.68428 -1.33490 1.51214
H 0.30465 3.70255 0.36957
H -7.16241 2.24750 -0.72339
H 4.83253 1.99021 1.10338
*
```

* electronic energy: -68859.848 eV
* SMILES string: CCCCOP[C@H](F)CC.c1ccncc1.c1ccncc1.c1ccncc1.c1ccncc1.c1ccncc1.c1ccncc1.c1ccncc1
* maximum force: 0.0670 hartree/bohr
* HOMO-LUMO gap: 8.95 eV
* HOMO energy: -8.25 eV

Atom charges from the Mulliken analysis, given in e for atoms 1 to 99: number 1, P, carries 0.00; number 2, F, carries -0.33; number 3, O, carries -0.33; number 4, N, carries -0.53; number 5, N, carries -0.22; number 6, N, carries -0.30; number 7, N, carries -0.21; number 8, N, carries -0.17; number 9, N, carries -0.27; number 10, N, carries -0.53; number 11, C, carries -0.55; number 12, C, carries -0.18; number 13, C, carries -0.34; number 14, C, carries -0.49; number 15, C, carries 0.39; number 16, C, carries 0.23; number 17, C, carries 0.01; number 18, C, carries -0.22; number 19, C, carries 1.21; number 20, C, carries -0.07; number 21, C, carries -0.17; number 22, C, carries -1.02; number 23, C, carries -0.67; number 24, C, carries -0.35; number 25, C, carries -0.47; number 26, C, carries -0.28; number 27, C, carries -0.19; number 28, C, carries -0.28; number 29, C, carries -0.13; number 30, C, carries -0.27; number 31, C, carries -0.21; number 32, C, carries -0.31; number 33, C, carries -0.50; number 34, C, carries -0.23; number 35, C, carries 0.10; number 36, C, carries -0.88; number 37, C, carries -0.21; number 38, C, carries -0.20; number 39, C, carries -0.56; number 40, C, carries -0.44; number 41, C, carries -0.30; number 42, C, carries -0.83; number 43, C, carries -0.43; number 44, C, carries -0.57; number 45, C, carries -0.34; number 46, C, carries -0.19; number 47, C, carries -0.10; number 48, C, carries 0.37; number 49, C, carries -0.30; number 50, C, carries -0.30; number 51, C, carries -0.40; number 52, C, carries -0.78; number 53, H, carries 0.36; number 54, H, carries 0.41; number 55, H, carries 0.46; number 56, H, carries 0.46; number 57, H, carries 0.35; number 58, H, carries 0.36; number 59, H, carries -0.85; number 60, H, carries 0.22; number 61, H, carries 0.36; number 62, H, carries 0.37; number 63, H, carries 0.35; number 64, H, carries -0.25; number 65, H, carries 0.33; number 66, H, carries 0.34; number 67, H, carries 0.36; number 68, H, carries 0.29; number 69, H, carries 0.03; number 70, H, carries 0.30; number 71, H, carries 0.60; number 72, H, carries 0.74; number 73, H, carries 0.37; number 74, H, carries -0.42; number 75, H, carries 0.31; number 76, H, carries 0.27; number 77, H, carries 0.37; number 78, H, carries 0.22; number 79, H, carries 0.37; number 80, H, carries 0.24; number 81, H, carries 0.14; number 82, H, carries 0.37; number 83, H, carries 0.38; number 84, H, carries 0.36; number 85, H, carries 0.34; number 86, H, carries 0.43; number 87, H, carries 0.16; number 88, H, carries 0.36; number 89, H, carries -0.06; number 90, H, carries 0.35; number 91, H, carries 0.00; number 92, H, carries 0.35; number 93, H, carries 0.39; number 94, H, carries 0.44; number 95, H, carries 0.16; number 96, H, carries 0.22; number 97, H, carries 0.44; number 98, H, carries 0.09; number 99, H, carries 0.38

HOMO energy of number 1 (C42H50O30)?
-8.27 eV